Entry from the OMol25 dataset: 2 unconnected molecules or ions with the total composition C10H28N2P2 at a distorted geometry (ωB97M-V/def2-TZVPD).

Calculated values
molar mass	238.30	g mol⁻¹
HOMO-LUMO gap	5.25	eV
spin multiplicity	1
charge	0
electronic energy	-32374.098	eV

Element x y z (Å)
C -0.75052 0.35035 3.60434
C -1.66079 -0.56203 3.39566
P -2.96142 -0.23063 1.99913
P -4.62951 -0.08340 3.53316
N -4.49295 1.23086 4.43489
H -0.61464 1.11282 2.82962
H -0.11719 0.37417 4.48973
H -1.68297 -1.50299 3.95338
H -3.16979 -1.67633 1.87714
H -3.87926 0.05073 0.89752
H -2.68446 1.19024 2.17736
H -1.83025 -0.26263 1.01162
H -5.90557 -0.14261 2.88580
H -4.59195 -1.19061 4.43530
H -3.68367 1.76315 4.11694
C 1.04751 -2.05148 0.16298
C 1.74851 -0.71116 0.32930
C 1.24476 0.43389 -0.53218
N 1.17496 0.20955 -2.03003
C -0.13444 -0.42676 -2.39867
C 1.24053 1.55869 -2.73160
C 2.71903 1.84787 -2.86897
C 3.32622 0.48393 -3.18370
C 2.35448 -0.55178 -2.60861
H 1.21357 -2.50315 -0.81825
H 1.42852 -2.76254 0.89541
H -0.02618 -1.93354 0.32695
H 2.82839 -0.84187 0.20526
H 1.62294 -0.38963 1.36638
H 1.89742 1.29194 -0.36813
H 0.23924 0.72699 -0.22069
H -0.93627 0.23528 -2.07901
H -0.22479 -1.38947 -1.90989
H -0.16360 -0.55615 -3.47862
H 0.77696 1.44169 -3.71077
H 0.69134 2.29208 -2.14459
H 3.12625 2.24373 -1.93769
H 2.92205 2.58039 -3.64783
H 4.32349 0.38449 -2.75861
H 3.42566 0.33895 -4.25939
H 2.81577 -1.17092 -1.84823
H 1.97263 -1.20208 -3.39243

Forces on the atoms, in the same order (eV/Å):
C 1.0 0.4 0.2
C -1.2 -0.9 -0.5
P 1.3 -0.6 -0.7
P 0.5 1.3 1.2
N -0.2 0.0 -0.3
H -0.2 0.4 0.5
H 0.3 -0.1 -0.3
H -0.3 0.3 0.3
H -0.2 0.0 -0.1
H -0.2 0.0 0.1
H -0.3 0.1 0.1
H 0.2 0.0 -0.4
H 0.2 -0.5 0.2
H -0.5 -0.3 -0.6
H -0.1 0.0 0.0
C -0.2 -0.1 0.1
C 0.2 -0.3 -0.1
C 0.1 0.2 0.5
N -0.2 0.2 -0.6
C 0.1 -0.1 0.1
C 0.2 0.0 0.2
C 0.1 0.1 0.1
C 0.2 -0.1 -0.1
C 0.1 -0.1 -0.1
H 0.0 0.0 0.0
H -0.1 0.1 0.0
H 0.0 -0.1 0.0
H 0.0 0.1 -0.1
H -0.1 0.1 -0.1
H 0.0 0.0 -0.1
H -0.1 -0.1 -0.1
H 0.0 -0.1 0.1
H -0.1 0.1 0.1
H 0.0 0.0 0.0
H -0.1 0.0 0.1
H -0.1 -0.1 0.0
H 0.0 0.0 0.0
H -0.1 0.0 0.0
H 0.0 0.0 0.0
H 0.0 0.0 0.0
H -0.2 0.0 0.1
H -0.1 0.0 0.1

---

Entry from the OMol25 dataset: a single C18H24N4O2S molecule (ωB97M-V/def2-TZVPD).

Calculated values
molar mass	360.48	g mol⁻¹
HOMO-LUMO gap	8.13	eV
energy above the lowest of the compared OMol25 structures with the same formula, charge and spin	29.7	kcal per mole
spin multiplicity	1
charge	0
SMILES	CCOc1ccccc1N1CCN(CC(=O)Nc2ncc(C)s2)CC1
electronic energy	-39946.241	eV

Element x y z (Å)
C 0.92584 0.73339 -4.00408
C 1.54484 1.09401 -2.66136
O 1.23289 0.05333 -1.75455
C 1.66040 0.15073 -0.44990
C 2.39602 1.22092 0.02717
C 2.74887 1.30717 1.36590
C 2.37289 0.30586 2.23469
C 1.66425 -0.78643 1.76476
C 1.29329 -0.89915 0.42716
N 0.51052 -1.95589 -0.01903
C 0.79504 -2.64337 -1.25823
C -0.54007 -2.88266 -1.98544
N -1.64400 -3.05475 -1.05334
C -2.55273 -1.93956 -0.89241
C -2.07247 -0.76752 -0.03714
O -2.23065 -0.71996 1.16748
N -1.51064 0.27084 -0.71480
C -1.04851 1.38674 -0.06121
N -0.56892 2.41769 -0.66957
C -0.17186 3.36052 0.22461
C -0.35492 3.05708 1.53401
C -0.00554 3.86516 2.72902
S -1.08921 1.48185 1.67529
C -1.19930 -3.66854 0.17851
C -0.12140 -2.84680 0.92874
H 1.27537 -0.24339 -4.33041
H 1.20515 1.47572 -4.74597
H -0.15841 0.70996 -3.92783
H 1.12853 2.04117 -2.29689
H 2.63479 1.18829 -2.76536
H 2.67813 2.02161 -0.63704
H 3.30696 2.16292 1.71379
H 2.63359 0.36043 3.28099
H 1.39397 -1.56591 2.45785
H 1.28426 -3.60573 -1.03998
H 1.46619 -2.05672 -1.87759
H -0.75712 -2.04825 -2.65305
H -0.46898 -3.79323 -2.59426
H -2.83237 -1.58187 -1.88653
H -3.44920 -2.33154 -0.39878
H -1.26863 0.19986 -1.69307
H 0.25356 4.27232 -0.15518
H -0.87983 4.01349 3.36122
H 0.75246 3.35149 3.31995
H 0.38161 4.83498 2.42515
H -2.06497 -3.81677 0.82507
H -0.80161 -4.65234 -0.08899
H 0.60368 -3.53725 1.39240
H -0.58680 -2.24950 1.71381

Forces on the atoms, in the same order (eV/Å):
C 0.2 0.0 0.5
C 0.2 0.4 -0.4
O -0.1 -0.2 0.4
C 0.1 -0.1 -0.1
C 0.0 0.0 -0.2
C 0.0 0.0 0.1
C 0.1 0.1 0.1
C 0.0 -0.1 -0.2
C 0.2 0.2 0.0
N -0.2 -0.1 -0.1
C 0.0 -0.1 -0.2
C 0.2 -0.3 -0.1
N -0.1 0.2 0.0
C -0.1 -0.2 0.1
C -0.2 -0.2 -0.6
O -0.2 -0.3 0.1
N -0.2 0.0 -0.2
C -0.1 0.3 0.8
N -0.3 -0.5 -0.8
C 0.0 0.1 0.7
C -0.1 -0.2 -0.3
C 0.0 -0.1 0.1
S 0.3 0.8 -0.3
C 0.0 -0.1 0.0
C 0.0 0.0 0.2
H 0.0 -0.1 -0.1
H 0.0 0.1 -0.1
H -0.1 0.0 0.0
H 0.1 -0.2 0.0
H -0.1 0.0 0.1
H 0.0 0.1 -0.1
H 0.1 0.1 0.0
H 0.0 0.0 0.1
H -0.1 -0.1 0.0
H 0.0 0.0 0.0
H 0.0 -0.1 0.0
H 0.0 0.0 0.0
H 0.1 0.1 -0.1
H 0.0 0.0 0.0
H 0.0 0.2 0.0
H -0.1 -0.1 0.1
H 0.1 0.2 0.0
H 0.0 0.1 0.1
H 0.1 0.1 0.1
H 0.0 0.1 0.0
H 0.0 -0.1 0.0
H 0.0 0.0 0.1
H 0.0 0.0 0.0
H 0.1 -0.1 0.0

---

Entry from the OMol25 dataset: a single C15H15N5 molecule at a distorted geometry (ωB97M-V/def2-TZVPD).

Calculated values
molar mass	265.32	g mol⁻¹
HOMO-LUMO gap	8.42	eV
energy above the lowest of the compared OMol25 structures with the same formula, charge and spin	195.6	kcal per mole
spin multiplicity	1
charge	0
SMILES	Cc1ccc(Nc2cc(-n3cccn3)ncn2)c(C)c1
electronic energy	-23239.001	eV

Element x y z (Å)
C -5.86400 -0.69946 0.08995
C -4.28680 -0.44157 0.00102
C -3.35377 -1.37154 -0.02138
C -2.10040 -1.23143 -0.02165
C -1.66760 -0.06570 -0.14948
N -0.31123 0.24480 -0.10911
C 0.78701 -0.27466 0.04038
C 2.13867 0.35623 -0.05793
C 3.08962 -0.64831 0.08457
N 4.36909 -0.09092 -0.08653
C 5.45237 -0.70642 0.15816
C 6.58859 0.22033 0.05877
C 5.89320 1.41246 0.17821
N 4.64834 1.40166 -0.23665
N 3.04703 -2.09051 0.05189
C 1.70863 -2.42253 0.12403
N 0.65101 -1.71392 -0.12819
C -2.67019 1.08376 0.05221
C -2.21728 2.63027 -0.09813
C -4.05654 0.74748 0.16822
H -6.08446 -1.72759 0.04237
H -6.40161 -0.40043 -0.90530
H -6.41716 -0.31019 0.88033
H -3.88157 -2.51370 -0.11917
H -1.42964 -1.89238 -0.04430
H -0.09823 1.37756 0.07675
H 2.13987 1.36449 0.12704
H 5.58516 -1.70943 -0.03042
H 7.65734 -0.27386 -0.00039
H 6.48578 2.35997 -0.00516
H 1.59187 -3.50378 0.10702
H -2.98816 3.21984 -0.01411
H -1.62911 3.02914 -0.87161
H -1.67474 2.93163 0.78077
H -4.70110 1.70869 -0.12217

Forces on the atoms, in the same order (eV/Å):
C 1.1 -0.8 -4.4
C -8.9 -7.7 0.5
C -8.3 -8.8 -0.4
C -0.3 -1.5 -0.1
C 0.2 11.3 1.7
N -3.8 10.8 0.6
C 6.8 -7.3 -2.3
C -4.4 -5.4 1.8
C 1.0 -0.3 -2.2
N -1.4 3.5 0.1
C 6.2 1.4 -1.7
C -0.9 -5.1 2.0
C 2.9 3.0 -3.8
N -1.7 -3.0 2.5
N -2.4 4.4 1.5
C 2.6 -1.0 -2.0
N 0.6 2.5 2.0
C 2.7 0.5 -1.7
C 2.6 -4.9 1.8
C 5.5 14.2 -1.5
H 0.0 -1.6 0.4
H 1.1 0.2 1.7
H -0.3 1.1 1.5
H 1.9 3.0 0.5
H 4.5 -5.9 -0.1
H -1.6 -3.5 -1.0
H 1.0 2.2 0.1
H -0.3 -2.3 0.4
H -2.2 2.0 0.5
H -1.2 -0.7 0.7
H -0.3 0.0 0.2
H -4.8 2.9 0.1
H 0.8 -0.5 -1.7
H 0.6 -0.2 0.8
H 0.7 -2.5 1.5

---

Entry from the OMol25 dataset: 3 unconnected molecules or ions with the total composition C7H18BBr4ClO2Si (ωB97M-V/def2-TZVPD).

Calculated values
molar mass	528.19	g mol⁻¹
HOMO-LUMO gap	10.05	eV
spin multiplicity	1
charge	0
SMILES	CCO[Si@H](Cl)B(C)O.BrCCBr.BrCCBr
electronic energy	-312895.930	eV

Element x y z (Å)
C -1.16986 -1.23687 -2.71057
C -0.62629 -0.76355 -1.37291
O 0.80245 -0.79135 -1.31275
Si 1.63174 0.57094 -1.69247
Cl 1.73657 1.75495 0.01652
B 0.83773 1.74414 -3.14038
C -0.20474 2.84544 -2.77800
O 1.25604 1.63589 -4.43601
H -2.15822 -0.81640 -2.87119
H -0.52505 -0.89711 -3.51937
H -1.21444 -2.32021 -2.72840
H -1.03112 0.21016 -1.09217
H -0.95850 -1.44662 -0.59669
H 3.00798 0.12606 -1.99306
H -0.81175 2.54952 -1.92388
H 0.32397 3.74710 -2.45722
H -0.84053 3.10947 -3.61880
H 1.40668 0.73366 -4.71650
Br -2.26504 1.65078 1.54246
C -2.36849 0.26307 2.90339
C -1.86412 -1.05589 2.38870
Br -3.14527 -1.91235 1.19623
H -3.40339 0.21626 3.22470
H -1.74350 0.60907 3.72291
H -1.71005 -1.75646 3.20510
H -0.94057 -0.94894 1.82864
Br 0.77234 0.44366 4.07774
C 2.28142 -0.63557 3.49672
C 2.02178 -1.27290 2.15705
Br 0.78952 -2.77371 2.29361
H 2.45987 -1.36700 4.27742
H 3.12502 0.04735 3.43410
H 2.94130 -1.68414 1.74757
H 1.58653 -0.57844 1.44749

Forces on the atoms, in the same order (eV/Å):
C 0.3 0.3 0.2
C -0.3 -0.5 0.4
O 0.0 0.1 -0.3
Si 0.3 -0.2 0.0
Cl 0.0 0.1 0.0
B -0.2 0.1 0.1
C 0.3 0.1 0.1
O -0.7 0.0 -0.2
H -0.2 -0.1 0.0
H 0.0 0.0 -0.1
H 0.0 -0.1 -0.2
H 0.2 0.2 -0.1
H -0.1 0.0 0.1
H 0.0 0.0 0.1
H -0.1 0.0 0.1
H 0.0 0.1 0.0
H -0.1 0.0 -0.1
H 0.7 -0.2 -0.1
Br 0.0 0.0 0.0
C -0.2 0.1 0.0
C -0.3 0.2 0.0
Br 0.0 0.0 0.0
H 0.0 0.0 0.0
H -0.2 -0.1 -0.1
H 0.0 0.1 0.0
H -0.2 0.1 0.1
Br 0.3 0.0 0.1
C 0.0 0.1 0.0
C 0.0 -0.1 0.0
Br 0.5 -0.4 0.0
H 0.0 0.0 0.0
H 0.0 0.0 0.0
H 0.0 0.0 0.0
H 0.0 0.0 0.0